No. 1
A molecular structure, C28H25Co2N2O7, computed with the ωB97M-V functional and the def2-TZVPD basis.

Structure (XYZ):
```
64
C28H25Co2N2O7 | the OMol25 dataset | the ωB97M-V functional and the def2-TZVPD basis
C 0.4744 -5.1957 -2.0661
N 1.0263 -3.9578 -1.6040
C 0.2529 -2.8031 -1.1345
C -0.5105 -2.1492 -2.2866
C -0.6999 -3.2370 -0.0114
N 1.3269 -1.9683 -0.6614
C 2.6473 -2.4744 -0.8770
C 3.5865 -2.6942 0.2995
C 4.0092 -1.4490 1.0164
C 4.9104 -0.5816 0.3912
C 5.2032 0.6463 0.9872
C 4.6326 0.9782 2.2218
C 3.7953 0.0668 2.8760
C 3.5137 -1.1681 2.2927
C 2.3737 -3.8592 -1.4294
O 3.1974 -4.7426 -1.6539
H 1.2761 -5.7707 -2.5448
H 0.0587 -5.7983 -1.2431
H -0.3293 -4.9959 -2.7799
H 0.1906 -1.9241 -3.1019
H -1.2875 -2.8315 -2.6443
H -0.9857 -1.2092 -1.9807
H -0.1389 -3.7635 0.7697
H -1.1981 -2.3863 0.4579
H -1.4739 -3.8983 -0.4096
H 1.1776 -1.0386 -0.2791
H 3.1299 -1.8587 -1.6608
H 3.1080 -3.3952 1.0002
H 4.4780 -3.1698 -0.1438
H 5.3668 -0.8804 -0.5582
H 5.8732 1.3391 0.4790
H 4.8490 1.9436 2.6784
H 3.3527 0.3156 3.8395
H 2.8952 -1.9152 2.7988
O 0.6934 3.9579 -0.7548
C -0.0614 3.0789 -0.6890
Co -1.0935 1.7059 -0.6271
C -0.7916 1.2177 -2.2880
O -0.5066 1.0005 -3.3946
C -0.2644 0.7035 0.5162
O 0.3674 0.0663 1.2649
C -2.9121 2.3899 0.0831
C -2.6420 3.1668 1.2953
C -2.1268 2.5395 2.4574
C -1.6366 3.3103 3.5113
C -1.7649 4.7020 3.4767
C -2.3063 5.3290 2.3511
C -2.7400 4.5748 1.2607
C -3.2180 2.6782 -1.2647
C -2.8857 3.4283 -2.3327
Co -3.9627 1.1485 -0.7268
C -3.6049 -0.1793 0.4288
O -3.3048 -0.9798 1.2127
C -3.6206 0.4129 -2.3164
O -3.3485 -0.0148 -3.3554
C -5.7084 1.3578 -0.7554
O -6.8475 1.5107 -0.7416
H -2.0535 1.4453 2.4829
H -1.1533 2.8181 4.3584
H -1.4353 5.2961 4.3289
H -2.3808 6.4147 2.3112
H -3.1056 5.0526 0.3469
H -3.5722 3.4951 -3.1952
H -2.0944 4.1991 -2.2825
```

Results
Energy, Ha: -4483.6816
Energy above the lowest of the compared OMol25 structures with the same formula, charge and spin, eV: 0.000
Gap between HOMO and LUMO, Eh: 0.2201
Net charge: -1
E_HOMO, eV: -3.85

No. 2
A molecular structure, C24H16F5IrN6O4S, computed with the ωB97M-V functional and the def2-TZVPD basis.

Structure (XYZ):
```
57
C24H16F5IrN6O4S | the OMol25 dataset | the ωB97M-V functional and the def2-TZVPD basis
Ir 0.0825 0.0600 -0.0610
F -4.5608 -5.0959 -1.4591
C -4.0857 -3.8831 -1.2601
C -2.7030 -3.6790 -1.2391
F -1.8842 -4.7052 -1.4232
C -2.2094 -2.4101 -1.0318
F -0.8739 -2.2368 -1.0453
C -3.0564 -1.3037 -0.8360
S -2.5064 0.2682 -0.5029
C -4.4487 -1.5466 -0.8732
F -5.2878 -0.5455 -0.6927
C -4.9608 -2.8132 -1.0817
F -6.2658 -3.0211 -1.1083
O 0.5228 2.0783 1.0903
N 0.6019 2.1468 2.3168
C -0.2840 2.5391 3.1694
C -1.5598 3.0044 2.7158
N -2.5565 3.3959 2.3105
C 0.0362 2.5163 4.5607
N 0.2671 2.4816 5.6818
C -0.9434 -4.1506 2.1484
C 0.3438 -3.8028 2.8770
C 0.4588 -2.3281 3.3456
C 1.7961 -2.1143 4.0704
C 2.0032 -0.6780 4.5255
C -0.6992 -2.0564 4.2996
O -0.7363 -2.5056 5.4115
N -1.7575 -1.3047 3.8066
C -1.8358 -0.7036 2.5635
O -2.8470 -0.1637 2.1677
N -0.6880 -0.7313 1.8129
C 0.3792 -1.4540 2.1339
O 1.3094 -1.3737 1.2927
H -0.9513 -5.2106 1.9020
H -1.0348 -3.5975 1.2133
H -1.8271 -3.9513 2.7561
H 1.2055 -3.9963 2.2358
H 0.4529 -4.4184 3.7713
H 2.5955 -2.4222 3.3962
H 1.8031 -2.7851 4.9294
H 2.0529 0.0049 3.6747
H 2.9385 -0.5792 5.0710
H 1.2070 -0.3529 5.1943
H -2.5812 -1.2326 4.3945
N 0.7369 0.7814 -1.8802
C 0.9948 1.2344 -2.9061
C 1.3275 1.7816 -4.1772
C 0.3111 2.3034 -4.9796
C 0.6431 2.8309 -6.2133
C 1.9673 2.8331 -6.6335
C 2.9720 2.3125 -5.8273
C 2.6608 1.7826 -4.5893
H -0.7136 2.2938 -4.6380
H -0.1296 3.2396 -6.8479
H 2.2189 3.2452 -7.5994
H 3.9978 2.3200 -6.1640
H 3.4294 1.3742 -3.9502
```

Results
Multiplicity: 6
Energy, Ha: -2555.0777
Energy above the lowest of the compared OMol25 structures with the same formula, charge and spin, eV: 0.080
Gap between HOMO and LUMO (alpha / beta), Eh: 0.2622 / 0.2364
Net charge: +1
E_HOMO (alpha / beta), eV: -11.39 / -12.56

No. 3
A molecular structure, C31H72GaO10P2, computed with the ωB97M-V functional and the def2-TZVPD basis.

Structure (XYZ):
```
116
C31H72GaO10P2 | the OMol25 dataset | the ωB97M-V functional and the def2-TZVPD basis
C -3.7616 1.6059 1.0414
C -4.9893 1.9090 0.0609
C -4.5079 2.5027 -1.3429
C -3.7903 3.8999 -1.1947
C -3.1138 4.4280 -2.5240
C -2.3710 3.3265 -3.3747
C -1.4649 4.0175 -4.5014
C 0.0784 3.8203 -4.2045
C 0.6641 5.1520 -3.5375
C 2.2423 5.1093 -3.3582
C 2.7156 4.8678 -1.8732
C 2.7496 3.3400 -1.4287
C 4.0638 3.1196 -0.5673
C 4.3777 1.5890 -0.2653
C 4.0755 1.1615 1.2409
Ga 3.0786 -0.6291 1.4193
O 3.0617 -1.1683 3.2645
C 4.0768 -2.1350 0.3963
C 3.0704 -3.1093 -0.3761
C 3.8461 -3.7453 -1.6087
C 2.9380 -3.9885 -2.8772
C 2.7006 -2.6838 -3.7517
C 2.0030 -3.1690 -5.1150
C 1.9995 -2.0422 -6.2332
C 0.5617 -1.6790 -6.7678
C -0.1859 -0.5795 -5.8985
O -1.0667 0.1178 -6.8080
C -1.4798 1.3687 -6.2608
H -2.9329 1.1044 0.4709
H -4.1368 0.9380 1.8617
H -3.3879 2.5991 1.4232
H -5.5185 0.9302 -0.1224
H -5.6563 2.6266 0.6171
H -3.8567 1.7051 -1.7991
H -5.4278 2.5928 -1.9910
H -4.5655 4.6416 -0.8325
H -3.0126 3.8391 -0.3844
H -2.3489 5.2196 -2.2535
H -3.9016 4.9684 -3.1306
H -3.1622 2.7432 -3.9226
H -1.7568 2.6102 -2.7567
H -1.7541 5.1089 -4.5822
H -1.7638 3.5562 -5.4898
H 0.6552 3.6938 -5.1686
H 0.2969 2.9561 -3.5176
H 0.4565 5.9686 -4.2958
H 0.1092 5.4432 -2.6071
H 2.6987 4.3921 -4.0954
H 2.6300 6.1333 -3.6569
H 3.7856 5.2373 -1.8034
H 2.1447 5.5003 -1.1279
H 2.7520 2.6144 -2.2840
H 1.8365 3.1588 -0.7970
H 4.9684 3.5688 -1.0681
H 3.9388 3.6239 0.4328
H 5.4987 1.4719 -0.4009
H 3.8983 0.8874 -1.0167
H 3.4903 2.0007 1.7345
H 5.0381 1.0830 1.8311
H 1.5371 -0.4828 0.9965
H 2.4152 -1.8780 3.3837
H 4.8198 -1.6943 -0.3328
H 4.6893 -2.7503 1.1276
H 2.1073 -2.6055 -0.6648
H 2.8158 -3.9298 0.3619
H 4.7771 -3.1942 -1.9035
H 4.1927 -4.7719 -1.2664
H 1.9091 -4.3730 -2.6058
H 3.3869 -4.7595 -3.5645
H 3.6482 -2.1334 -4.0016
H 1.9973 -1.9477 -3.2779
H 2.6208 -4.0518 -5.4631
H 0.9835 -3.5364 -4.8246
H 2.5989 -1.1690 -5.8658
H 2.5655 -2.4740 -7.1154
H 0.6885 -1.2169 -7.7924
H -0.1276 -2.5644 -6.8227
H -0.8675 -1.0889 -5.1463
H 0.5093 0.1021 -5.3379
H -2.0536 1.2497 -5.3002
H -0.6291 2.1056 -6.1700
H -2.1918 1.8224 -7.0165
C -1.0081 -6.4998 6.4570
O -0.5806 -6.0821 5.1511
P 0.3511 -4.6365 5.0640
O -0.2966 -4.2403 3.7548
O 1.7080 -5.5156 4.7558
C 2.2586 -6.3222 5.7901
O 1.2703 -3.1885 5.0915
C 1.8668 -2.8479 6.3464
H -2.0708 -6.7467 6.4168
H -0.4511 -7.3924 6.7552
H -0.8588 -5.7174 7.2045
H 1.9532 -7.3614 5.6434
H 1.9377 -5.9874 6.7808
H 3.3464 -6.2645 5.7374
H 2.6735 -3.5461 6.5886
H 1.1172 -2.8578 7.1421
H 2.2841 -1.8444 6.2679
C -6.2168 -0.5438 6.4363
O -5.1924 0.1144 7.1991
P -3.5764 -0.0421 6.6280
O -2.9615 -0.1203 8.0093
O -3.5758 1.5164 6.0985
C -4.4429 1.8837 5.0302
O -2.1052 -0.3556 5.8059
C -2.2189 -0.7310 4.4255
H -6.8602 -1.1015 7.1195
H -6.8214 0.2038 5.9158
H -5.7978 -1.2384 5.7050
H -5.3338 2.3707 5.4350
H -4.7435 1.0169 4.4348
H -3.9210 2.5881 4.3816
H -2.5513 0.1202 3.8242
H -2.9219 -1.5605 4.3171
H -1.2400 -1.0509 4.0684
```

Results
Energy, Ha: -4584.0026
Gap between HOMO and LUMO, Eh: 0.1337
Net charge: -1
E_HOMO, eV: -4.20

No. 4
2 unconnected molecules or ions with the total composition C2H2O7S, computed with the ωB97M-V functional and the def2-TZVPD basis.

Structure (XYZ):
```
12
C2H2O7S | the OMol25 dataset | the ωB97M-V functional and the def2-TZVPD basis
C 2.8064 1.6322 -2.1948
C 2.4926 0.2614 -1.3875
O 3.6485 2.2723 -1.5661
O -2.2414 -1.6596 2.3845
O 2.2103 1.8046 -3.2523
O -0.1211 -1.5368 1.2669
O -1.3988 0.6914 1.7415
O 1.3029 0.1535 -0.9145
O 3.3370 -0.6289 -1.4051
S -0.9627 -0.9893 2.3450
H 1.0064 -0.5044 -0.2023
H -0.7280 0.8883 1.1652
```

Results
Energy, Ha: -1002.3499
Energy above the lowest of the compared OMol25 structures with the same formula, charge and spin, eV: 0.000
Gap between HOMO and LUMO, Eh: 0.2662
Net charge: -2
E_HOMO, eV: -1.45